A molecular structure, C24H29N8S3Zr. Source: OMol25; level of theory: ωB97M-V/def2-TZVPD.

Summary:
energy above the lowest of the compared OMol25 structures with the same formula, charge and spin: 50.1 kJ/mol
E: -2610.7451 Ha

```
! RIJCOSX wB97M-V def2-TZVPD def2/J DEFGRID3
* xyz 3 1
S 0.63386 -4.35468 -1.12753
N 3.22146 0.17218 3.69190
C 0.45685 4.31036 0.06593
H 0.10660 -5.36996 2.89230
H 2.38987 -4.75873 2.01615
H 1.77591 2.63656 0.07002
C -0.28247 1.99662 0.05942
C 0.63048 -6.02388 2.19517
H -2.74831 -4.62612 0.99827
H -1.75998 -2.20394 -2.06537
C 1.12866 0.13029 5.02791
C -2.66573 1.46915 0.05836
H -4.93084 -4.41997 2.28211
H -5.55276 -5.81838 1.39321
H -6.79882 -0.09355 -0.04649
C -1.61978 2.48335 0.05604
N 1.40321 -0.04943 2.50326
H -0.45326 0.60999 2.54725
N 0.05265 -0.17769 2.14796
C -4.65823 -2.76245 0.07653
C -1.90439 3.84200 0.06228
C -5.47746 -4.78493 -1.13418
H 1.15050 -6.79022 2.76671
H -6.80106 -2.53411 -0.02278
H -6.51883 -4.46076 -1.13442
C 0.98116 -4.15486 0.57524
C -3.32628 -4.91454 0.11362
C 2.40680 -0.04695 1.60845
C -5.46437 -4.73087 1.38046
S 2.32710 -0.20362 -0.09270
H -2.52482 -2.61065 0.24957
H -6.47344 -4.31859 1.42372
C 1.93471 0.08628 3.78580
C -3.44969 -0.68167 0.08754
C 0.74013 2.94842 0.07376
H -2.93069 4.19453 0.06831
H 1.80977 0.18867 5.87399
H 2.18932 -5.89818 0.69013
H 0.48144 1.00932 5.05258
H -5.47725 -5.87589 -1.15121
C -4.72121 -4.28621 0.10920
N -0.74805 -2.05084 -2.08037
C -5.85165 -2.01475 0.01010
C -4.63917 0.02678 0.03009
N 0.55167 -3.02872 1.06000
H -2.76322 -4.65186 -0.79194
H 1.26718 5.02829 0.06465
C -0.11062 -2.83779 -1.08462
N -0.05667 -2.28155 0.10013
H -0.10183 -6.51820 1.55540
C -0.85831 4.75586 0.06400
H 4.44256 0.13705 2.03044
H -0.30026 -1.04240 2.55812
S -4.32781 1.73823 0.00879
H -0.42232 -2.24169 -3.02555
H -3.42260 -6.00029 0.12691
C -5.86400 -0.63830 -0.00473
H -1.07191 5.81735 0.06662
N 3.48511 0.08699 2.35428
Zr -0.25986 -0.14004 -0.34494
C -3.45496 -2.07588 0.12396
N -2.31366 0.16349 0.08822
H -5.01149 -4.42943 -2.05737
H 0.51683 -0.76678 5.13962
C 1.65422 -5.22911 1.36402
*
```



8 unconnected molecules or ions with the total composition C50H55ClN9OS in a non-equilibrium geometry. Source: OMol25; level of theory: ωB97M-V/def2-TZVPD.

Summary:
E: -3364.3017 Ha

```
! RIJCOSX wB97M-V def2-TZVPD def2/J DEFGRID3
* xyz 1 1
H 0.40514 3.75369 0.88273
H 0.43313 2.29625 1.85051
H -11.94758 -2.17598 0.73746
H 3.31789 1.39561 3.03526
C 5.86922 1.81445 -3.12462
C 1.66464 0.02803 2.74038
C 3.37594 0.67863 0.97294
C 4.39831 1.29252 -3.11005
N -8.72609 -1.29353 0.30333
C 5.38140 6.70157 1.26708
H -10.43343 -0.19954 0.58071
N 4.21936 -1.81965 5.05840
H 4.26522 0.40214 -3.74418
C 12.32020 3.49531 -5.47598
C 11.18059 4.21886 -5.78497
C 4.09830 -0.38884 0.31943
C 5.93183 -1.07389 6.56969
C 0.80873 2.71953 0.90254
C -4.95524 -3.53132 -0.84737
C 5.37253 7.29435 2.51917
O 5.82619 -3.15291 -0.36209
Cl 6.00219 3.27636 -2.05611
C 12.18441 2.25229 -4.88060
H -3.72801 -1.04906 -2.76718
H 4.02624 -3.47617 7.98399
H 9.02879 4.19461 -5.70112
N 3.07802 1.74789 0.23790
C -8.21125 -2.52017 0.19018
H 4.30410 5.36489 -0.03320
C 3.81002 -2.66622 6.00693
N -12.61917 2.38108 -1.69604
H 5.97908 -2.01369 8.50036
H -9.35062 1.64176 -1.35403
C 0.22869 2.00402 -0.36046
C -8.85950 -9.84581 0.56629
C 4.33140 7.01250 3.38828
H -5.79644 -8.47385 0.19549
C -10.22502 2.22829 -1.60604
H -11.20711 5.21278 -2.84733
N 9.79296 2.46614 -4.90968
H -2.52662 -2.56079 1.05966
H -10.94974 -4.45412 0.51763
H 13.05016 1.65731 -4.62345
C 6.37522 2.18951 -4.56359
N 3.35783 1.97093 -1.01753
C -6.86137 -8.55887 0.36569
N 3.32638 5.56091 1.76072
H 5.49790 -1.47400 1.53310
H -6.93044 -10.69557 0.15537
H 0.86421 2.08287 -1.25661
H 6.50627 1.01327 -2.70747
C -10.32854 -3.56907 0.45750
H 2.50679 5.89069 3.61118
C 4.01578 1.02614 -1.64142
H -0.55788 -0.16292 3.13217
H 7.36439 1.71449 -4.77143
N -8.94670 -7.46054 0.82904
C -12.48269 3.60913 -2.19831
C 4.34048 5.84932 0.93884
C 4.52414 -1.67158 1.03912
H 4.28894 7.45666 4.37333
C -8.96314 -3.68227 0.25772
H 13.30216 3.89511 -5.69642
C 9.94861 3.66289 -5.48066
H -2.18296 -0.94055 -0.80433
H 3.71683 -0.31872 2.91728
C -3.17558 -2.56880 0.18916
C 4.40353 -2.77313 7.25425
H 0.84594 -0.49766 0.09689
H 2.96090 -3.28539 5.74019
C -7.49448 -9.79032 0.34369
C -7.62826 -7.43156 0.61279
H 5.57875 -0.36198 4.56979
H -7.17433 -6.44622 0.64220
C 4.43332 -0.21063 -1.04043
C -2.98439 -1.66968 -0.84822
H 2.74403 3.04910 1.93423
C -11.25752 4.21377 -2.43538
H -7.13952 -2.55912 0.03911
H 2.59082 3.78371 0.35115
C -10.88530 -2.30661 0.57956
H -9.39013 -10.78825 0.55819
H -5.73016 -4.28943 -0.80312
C 10.90575 1.78606 -4.62162
H 11.24507 5.19273 -6.25091
H -10.60479 -8.65273 0.97766
C -11.49822 1.71619 -1.41133
H 10.75045 0.81680 -4.15992
S -0.26431 0.24998 -0.13607
H -5.54076 -2.76357 -2.76792
H -8.49250 -4.65083 0.15764
C -4.85067 -2.68226 -1.93881
H -9.13053 3.94212 -2.29950
C -10.04408 -1.20776 0.49367
C 2.36525 2.87030 0.92169
H -11.64126 0.72071 -1.00731
H 6.17714 6.89649 0.56104
C -10.10716 3.50500 -2.13037
C -3.84312 -1.73249 -1.93453
C 5.48707 -1.95925 7.53740
H 3.73988 2.12032 -3.43712
H 6.47079 3.28845 -4.57018
H -13.41056 4.12595 -2.41828
H 6.16732 7.96809 2.81374
H 3.78433 -2.01361 1.78681
C 3.34002 6.14299 2.96387
C -9.53475 -8.65820 0.80093
H -0.71681 2.52347 -0.60702
C 5.26631 -1.04300 5.35624
C 4.73403 -2.81616 0.00616
C 0.52025 -0.06637 3.11006
C 3.07390 0.48049 2.46165
H 6.77528 -0.42205 6.75245
H 5.61745 1.82071 -5.27614
H 3.86177 -3.33821 -0.46932
N -4.13957 -3.49018 0.20692
H 5.00828 -0.96116 -1.59078
*
```



C3H7O2 in the gas phase in a non-equilibrium geometry. Source: OMol25; level of theory: ωB97M-V/def2-TZVPD.

Summary:
energy above the lowest of the compared OMol25 structures with the same formula, charge and spin: 157.5 kJ/mol
E: -268.8491 Ha
expectation value of S²: 0.75

```
! RIJCOSX wB97M-V def2-TZVPD def2/J DEFGRID3
* xyz 0 2
H -0.07987 1.60320 0.70155
H 1.75205 1.44292 0.79082
H -1.89939 -0.26268 0.41417
C -1.49812 -0.62621 -0.50700
H 1.84905 -0.91423 -0.04353
H -1.47517 -0.04915 -1.34908
H -2.04519 -1.53931 -0.81230
H 0.73006 0.52406 1.99458
O -0.19114 -1.23874 -0.27689
O 1.03440 0.35528 -1.50719
C 0.80432 0.87644 0.88243
C 1.01899 -0.17158 -0.28757
*
```